#P
The following is a quantum chemistry calculation of an isolated molecule of C23H26N4O5S, from OMol25.

Values from the calculation:
- Highest occupied orbital energy: -7.91 eV
- Frontier orbital gap: 7.74 eV

Last column: Mulliken charge in e.
Geometry (Å):
C  -3.82202  -4.16370  -0.39341  -1.05
C  -3.26184  -3.29574  -1.50899  -0.32
O  -2.89996  -2.02077  -0.97881  -0.25
C  -1.68418  -1.53212  -1.27637  0.09
O  -0.92860  -2.07772  -2.04935  -0.70
C  -1.43866  -0.28084  -0.54017  1.20
C  -0.54131  0.66027  -0.95675  -0.01
C  0.34627  0.50686  -2.15474  -0.50
C  -0.24894  1.28131  -3.33630  -1.50
N  -0.39463  1.85664  -0.30471  0.67
C  -1.48178  2.67948  0.07102  0.93
C  -1.40626  4.03172  -0.22494  -0.80
C  -2.45346  4.88962  0.07518  -0.67
C  -3.59783  4.39304  0.66968  -0.65
C  -3.67111  3.05146  1.00031  -0.44
C  -2.62460  2.17918  0.71588  -0.06
N  -2.71788  0.89913  1.23146  -0.71
C  -2.17551  -0.13396  0.73630  -0.66
N  -2.30452  -1.30780  1.49254  0.18
C  -1.33216  -2.24755  1.68699  -0.03
O  -1.56130  -3.33598  2.16266  -0.64
C  0.02490  -1.74273  1.30619  0.08
C  0.82342  -2.41449  0.38832  -0.67
C  1.96562  -1.80002  -0.09782  -0.81
C  2.30729  -0.54510  0.36664  0.94
S  3.61686  0.39163  -0.42677  1.47
O  3.20503  1.76944  -0.41618  -0.71
O  3.91784  -0.21312  -1.68822  -0.76
N  4.97582  0.25732  0.52940  -0.07
C  5.51863  -1.07747  0.57684  -0.91
C  4.91773  0.95216  1.79020  -0.90
C  1.58898  0.07516  1.37252  -0.92
C  0.44338  -0.52865  1.84986  -0.09
H  -4.71453  -3.70549  0.02502  0.26
H  -3.08867  -4.28481  0.40046  0.23
H  -4.07942  -5.14165  -0.78993  0.42
H  -2.37482  -3.75023  -1.96228  0.35
H  -4.01274  -3.12796  -2.28850  0.29
H  1.33734  0.90382  -1.92059  0.12
H  0.44657  -0.54127  -2.42387  0.26
H  0.42024  1.21467  -4.18911  0.46
H  -1.21094  0.85751  -3.61568  0.37
H  -0.39262  2.33199  -3.08997  0.29
H  0.40377  2.39295  -0.62876  0.46
H  -0.51164  4.41780  -0.69443  0.40
H  -2.36764  5.93948  -0.15936  0.40
H  -4.42336  5.04963  0.89736  0.37
H  -4.54186  2.64950  1.49379  0.46
H  -3.19097  -1.45441  1.95761  0.27
H  0.51498  -3.37654  0.01102  0.44
H  2.56152  -2.25343  -0.87330  0.53
H  4.96688  -1.72509  1.27049  0.31
H  5.46058  -1.48612  -0.42861  0.32
H  6.56228  -1.03094  0.88747  0.35
H  4.36789  0.38565  2.55280  0.31
H  4.42639  1.90532  1.61232  0.33
H  5.93211  1.13300  2.14686  0.35
H  1.89466  1.04789  1.72194  0.52
H  -0.15204  -0.04117  2.60690  0.39


#Q
The following is a quantum chemistry calculation of an isolated molecule of C23H26N4O5S, from OMol25.

Values from the calculation:
- Highest occupied orbital energy: -8.32 eV
- Frontier orbital gap: 8.16 eV

Last column: Mulliken charge in e.
Geometry (Å):
C  0.88951  8.60368  5.01325  -1.39
C  0.88842  7.12889  4.75600  1.04
C  0.97232  6.64393  3.45175  -0.84
C  0.97794  5.28934  3.21011  -0.69
C  0.90097  4.36038  4.25079  0.62
C  0.91050  2.93424  3.96962  0.34
C  0.98596  2.28724  2.71689  -0.14
C  0.96272  0.93257  3.00230  -0.04
C  1.01280  -0.30031  2.20358  0.79
O  0.98591  -1.39332  2.73471  -0.70
N  1.08610  -0.07692  0.85661  0.00
C  1.16504  -1.00604  -0.17752  0.79
C  1.24389  -2.37991  0.04924  -0.46
C  1.32396  -3.24725  -1.02529  -0.61
C  1.32087  -2.75399  -2.31673  0.10
S  1.32261  -3.89391  -3.69975  1.20
O  1.89032  -5.13570  -3.27266  -0.73
O  1.86582  -3.22600  -4.84468  -0.71
N  -0.28910  -4.18223  -4.01795  0.11
C  -1.02142  -3.11453  -4.66846  -1.26
C  -2.12708  -2.57776  -3.76080  1.01
C  -2.92152  -1.46950  -4.44004  -1.67
O  -3.03887  -3.60617  -3.41705  -0.43
C  -2.49187  -4.90770  -3.24150  0.10
C  -2.79728  -5.81415  -4.43696  -1.47
C  -0.99354  -4.85239  -2.94389  -0.59
C  1.25403  -1.39312  -2.55380  -0.80
C  1.18007  -0.51932  -1.48764  -0.80
N  0.87801  0.83427  4.34952  0.11
N  0.84580  2.01477  4.93827  -0.96
C  0.81616  4.84617  5.56831  0.04
O  0.73751  4.04353  6.64466  -0.70
C  0.81120  6.22149  5.79492  -0.82
H  0.09812  9.08900  4.44395  0.34
H  1.83794  9.03884  4.69958  0.31
H  0.74294  8.81536  6.06873  0.34
H  1.03351  7.33836  2.62698  0.40
H  1.04409  4.93830  2.19184  0.31
H  1.04925  2.75493  1.75631  0.40
H  1.08242  0.88974  0.56171  -0.03
H  1.24445  -2.75504  1.05880  0.53
H  1.41512  -4.31135  -0.87536  0.56
H  -0.31083  -2.33371  -4.93843  0.46
H  -1.47134  -3.49628  -5.59244  0.33
H  -1.66406  -2.17998  -2.83815  0.17
H  -2.27809  -0.61959  -4.64815  0.40
H  -3.73384  -1.15726  -3.79037  0.38
H  -3.34600  -1.83666  -5.37026  0.37
H  -3.00686  -5.31330  -2.35916  0.46
H  -2.65588  -6.85267  -4.15084  0.39
H  -3.83008  -5.66812  -4.74220  0.38
H  -2.14171  -5.59407  -5.27340  0.28
H  -0.84070  -4.33138  -1.98627  0.37
H  -0.58016  -5.85828  -2.85808  0.39
H  1.28558  -1.03379  -3.56980  0.48
H  1.13613  0.54591  -1.66457  0.35
H  0.84371  -0.02684  4.87509  0.25
H  0.75349  3.11141  6.34989  0.55
H  0.74501  6.55619  6.81876  0.35


Which is most stable, and by how much? #Q, by 0.0090 hartree.


#P
The following is a quantum chemistry calculation of a cluster of 2 separate species, CH4S2 in total, from OMol25.

Values from the calculation:
- Highest occupied orbital energy: -8.89 eV
- Frontier orbital gap: 8.22 eV

Last column: Mulliken charge in e.
Geometry (Å):
C  1.49455  -0.00451  0.03097  -0.17
S  0.73890  1.37794  0.36480  -0.19
H  0.85634  -0.85443  -0.15713  0.15
H  2.58440  -0.16295  -0.15521  0.25
S  -2.32091  -0.14150  0.40659  -0.23
H  -1.80299  -1.01627  -0.48733  0.12
H  -1.55030  0.80172  -0.00270  0.07


#Q
The following is a quantum chemistry calculation of an isolated molecule of CH4S2, from OMol25.

Values from the calculation:
- Highest occupied orbital energy: -9.17 eV
- Frontier orbital gap: 9.93 eV

Last column: Mulliken charge in e.
Geometry (Å):
S  0.29118  1.52120  0.79229  -0.21
C  -0.40769  0.18800  -0.32556  -0.44
S  0.78173  -1.23800  -0.49866  -0.18
H  1.39055  1.11026  1.45002  0.14
H  -1.39659  -0.17278  0.01085  0.31
H  -0.60203  0.79890  -1.36840  0.25
H  -0.05716  -2.20759  -0.06054  0.14


Which is most stable, and by how much? #Q, by 0.0202 hartree.


#P
The following is a quantum chemistry calculation of an isolated molecule of C5H6N2OS, from OMol25.

Values from the calculation:
- Highest occupied orbital energy: -8.68 eV
- Frontier orbital gap: 9.15 eV

Last column: Mulliken charge in e.
Geometry (Å):
C  1.18259  -0.88680  2.03732  -0.19
C  1.49217  0.02466  1.04265  -0.24
C  -0.44427  -0.91077  0.46824  0.21
C  0.14456  0.91155  -0.95746  -0.43
C  -0.87866  0.25345  -1.79934  -0.78
N  0.04908  -1.49391  1.86309  -0.59
N  0.47278  -0.00370  0.10943  0.19
O  -2.87803  -0.21016  0.07425  -0.56
S  -1.83169  -0.98691  -0.54556  0.31
H  1.73718  -0.95527  2.94993  0.42
H  2.38165  0.67529  1.21409  0.31
H  1.15254  1.33550  -1.41510  0.33
H  -0.23967  1.82632  -0.44355  0.27
H  -1.74141  0.84022  -2.01703  0.39
H  -0.59881  -0.41947  -2.58095  0.37


#Q
The following is a quantum chemistry calculation of an isolated molecule of C5H6N2OS, from OMol25.

Values from the calculation:
- Highest occupied orbital energy: -8.12 eV
- Frontier orbital gap: 7.40 eV

Last column: Mulliken charge in e.
Geometry (Å):
C  -1.24552  -1.12036  -0.76507  0.19
C  -0.08784  -0.39324  -0.78446  -0.89
C  -0.45622  0.18256  1.49158  0.51
C  -3.05062  -1.70069  0.90843  0.12
C  1.58653  1.00354  0.46805  -0.91
N  -1.94093  -1.14364  0.38430  -0.31
N  0.30533  0.22590  0.45780  0.10
O  -3.76963  -2.57338  0.44715  -0.56
S  -0.64044  0.69317  2.99810  -0.26
H  -1.54396  -1.66261  -1.66074  0.40
H  0.60439  -0.50699  -1.49995  0.39
H  -3.09597  -1.41546  1.95762  0.27
H  2.40617  0.40480  0.17831  0.31
H  1.33586  1.87694  -0.16780  0.37
H  1.83385  1.51275  1.43081  0.28


Which is most stable, and by how much? #P, by 0.0026 hartree.


#P
The following is a quantum chemistry calculation of an isolated molecule of C5H6N2OS, from OMol25.

Values from the calculation:
- Highest occupied orbital energy: -7.79 eV
- Frontier orbital gap: 7.63 eV

Last column: Mulliken charge in e.
Geometry (Å):
C  -1.67544  2.59162  0.44915  -1.23
C  -0.67148  1.48450  0.15335  0.49
C  0.03885  1.08865  1.25945  -0.19
N  0.66304  -0.10244  1.41536  -0.54
C  0.68403  -1.02215  0.41504  -0.02
S  1.38617  -2.56735  0.41062  -0.37
N  0.13705  -0.56412  -0.89062  -0.23
C  -0.49171  0.65254  -1.04912  0.43
O  -1.12329  0.96589  -2.12070  -0.43
H  -2.49712  2.38469  1.19029  0.27
H  -2.14730  2.88820  -0.44894  0.35
H  -1.03884  3.33077  1.00396  0.32
H  0.04564  1.63148  2.14046  0.51
H  0.33160  -1.32117  -1.65638  0.28
H  -0.79245  0.33146  -2.87411  0.37


#Q
The following is a quantum chemistry calculation of an isolated molecule of C5H6N2OS, from OMol25.

Values from the calculation:
- Highest occupied orbital energy (spin up / spin down): -7.46 / -7.78 eV
- Frontier orbital gap (spin up / spin down): 6.93 / 6.83 eV

Last column: Mulliken charge in e.
Geometry (Å):
C  0.04966  1.76465  -0.47342  0.00
C  -1.09504  2.53133  -0.34180  -0.29
C  -0.00827  -0.68276  -0.39019  -0.06
C  -0.05029  -1.88713  0.32215  0.63
C  1.14634  -2.82222  -0.00700  -0.94
N  0.21588  0.47777  -0.36251  -0.09
N  -3.56536  2.83561  0.28859  -0.54
O  -1.04271  -2.23338  0.98453  -0.57
S  -2.45051  1.74113  0.33172  0.19
H  0.94564  2.30069  -0.92496  0.25
H  -0.96797  3.58587  -0.60482  0.32
H  2.17346  -2.37333  -0.35587  0.30
H  0.88531  -3.57655  -0.89906  0.25
H  1.17510  -3.47623  0.86102  0.30
H  -4.34142  2.31031  0.62074  0.24


Which is most stable, and by how much? #P, by 0.1277 hartree.


#P
The following is a quantum chemistry calculation of an isolated molecule of C4H5FS2, from OMol25.

Values from the calculation:
- Highest occupied orbital energy: -8.88 eV
- Frontier orbital gap: 7.79 eV

Last column: Mulliken charge in e.
Geometry (Å):
F  0.96292  1.43185  -0.60396  -0.30
C  1.44604  0.12792  -0.83589  -0.29
C  0.79626  -0.89038  -0.30434  -0.41
C  -0.24663  -0.79485  0.87110  0.21
S  -0.53785  -2.35497  1.55765  -0.20
C  -1.22352  0.41949  0.84937  -0.52
S  -1.58801  0.68179  -0.96081  -0.27
H  2.15525  0.07564  -1.66015  0.36
H  1.30021  -1.70591  -0.51660  0.50
H  -0.61200  1.32856  1.34746  0.23
H  -1.99063  0.18833  1.52836  0.45
H  -0.46205  1.49256  -1.27219  0.24


#Q
The following is a quantum chemistry calculation of an isolated molecule of C4H5FS2, from OMol25.

Values from the calculation:
- Highest occupied orbital energy: -8.87 eV
- Frontier orbital gap: 8.29 eV

Last column: Mulliken charge in e.
Geometry (Å):
F  -0.68221  2.26754  0.23418  -0.28
C  -1.41995  1.18241  -0.12101  -0.32
C  -0.73444  -0.15261  0.12047  -0.01
S  -1.56566  -1.48735  -0.17957  -0.26
C  0.63030  0.01407  0.70380  0.15
C  1.62323  -1.06292  0.62544  -0.72
S  1.88885  0.21864  -0.58876  -0.10
H  -2.40815  1.19942  0.42989  0.29
H  -1.62261  1.31054  -1.24902  0.24
H  0.61912  0.75924  1.46961  0.45
H  1.32618  -2.05330  0.23438  0.26
H  2.45941  -1.21011  1.32860  0.30


Which is most stable, and by how much? #Q, by 0.0736 hartree.


#P
The following is a quantum chemistry calculation of an isolated molecule of C2ClF2NO3, from OMol25.

Values from the calculation:
- Highest occupied orbital energy: -12.08 eV
- Frontier orbital gap: 11.33 eV

Last column: Mulliken charge in e.
Geometry (Å):
O  -0.17404  -2.19461  -0.73531  -0.36
C  0.03245  -1.31922  0.02171  0.26
F  -0.31620  -1.39130  1.35329  -0.18
C  0.54506  0.07056  -0.40219  0.70
F  0.64063  0.24091  -1.78845  -0.22
Cl  2.11608  0.26751  0.31314  -0.09
N  -0.34120  1.30027  -0.05376  0.91
O  -1.30709  1.09152  0.59520  -0.52
O  0.12418  2.32570  -0.47907  -0.50


#Q
The following is a quantum chemistry calculation of an isolated molecule of C2ClF2NO3, from OMol25.

Values from the calculation:
- Highest occupied orbital energy: -11.29 eV
- Frontier orbital gap: 10.53 eV

Last column: Mulliken charge in e.
Geometry (Å):
O  1.58472  1.48498  1.02656  -0.38
C  1.33515  0.58030  0.29022  0.42
Cl  2.39126  -0.59376  -0.13776  -0.06
C  -0.38027  0.38532  -0.36670  0.54
F  -1.08291  1.47840  -0.14713  -0.19
F  -0.18031  0.08357  -1.68453  -0.23
N  -1.06866  -0.86435  0.22532  0.89
O  -2.25206  -0.76309  0.54275  -0.53
O  -0.34692  -1.79138  0.25127  -0.48


Which is most stable, and by how much? #P, by 0.0224 hartree.